(1)
# C2H3BrClFIN

A cluster of 2 separate species, C2H3BrClFIN in total (ωB97M-V with the def2-TZVPD basis set, OMol25).

Structure (XYZ):
```
10
Properties=species:S:1:pos:R:3:forces:R:3:lowdin_charge:R:1
F -0.070569 1.743809 1.320042 0.02 -0.03 -0.15 -0.01
C 0.338584 1.386620 0.103137 -0.02 -0.25 -0.15 -0.89
Br 1.866077 2.354139 -0.394716 0.12 0.16 0.04 0.78
N -0.141194 0.530675 -0.645995 0.55 0.56 0.04 -0.02
C -1.243899 -0.316461 -0.499925 -0.46 -0.40 0.05 -0.59
Cl -1.982337 -0.420486 1.147976 -0.07 -0.17 -0.11 0.54
H -2.030043 0.018644 -1.179054 0.04 -0.09 0.12 0.08
H -0.934110 -1.329349 -0.776211 -0.15 0.20 0.15 0.06
I 2.470798 -2.370539 -0.113084 0.30 -0.32 -0.51 0.42
H 1.726695 -1.597056 1.037834 -0.33 0.34 0.53 -0.38
```
Positions in Å, forces in eV/Å.

The calculation puts the energy above the lowest of the compared OMol25 structures with the same formula, charge and spin at 0.0 kcal/mol. Its frontier orbital gap is 10.65 eV. Its total energy is -96995.030 eV. Its SMILES is F/C(Br)=N\CCl.I. For the LUMO energy, the calculation gives 0.48 eV.

=====

(2)
# C2H3BrClNO2

A cluster of 2 separate species, C2H3BrClNO2 in total in a non-equilibrium geometry (ωB97M-V with the def2-TZVPD basis set, OMol25).

Structure (XYZ):
```
10
Properties=species:S:1:pos:R:3:forces:R:3:lowdin_charge:R:1
C -1.159241 -1.294522 0.065546 0.15 -0.80 -2.38 -0.58
C 0.648865 0.785702 -0.690814 -0.30 -0.73 0.24 -0.55
N 1.243978 0.732030 0.570821 -0.83 0.28 1.09 -0.46
O 1.661218 -0.352639 0.997868 0.27 1.12 -0.35 0.03
O 1.125199 1.799745 1.179533 1.09 -1.16 0.93 -0.01
Cl -0.259911 2.099886 -0.990982 -1.07 1.13 -0.88 0.81
Br -2.591684 -0.416348 0.714016 -0.23 0.50 0.85 0.71
H -1.417066 -1.860158 -0.821872 -0.15 0.31 -0.25 -0.01
H -0.274022 -1.717892 0.460119 0.54 0.42 1.62 -0.01
H 1.022666 0.224193 -1.484234 0.54 -1.07 -0.87 0.07
```
Positions in Å, forces in eV/Å.

The calculation puts the energy above the lowest of the compared OMol25 structures with the same formula, charge and spin at 93.1 kcal/mol. Its frontier orbital gap (alpha / beta) is 8.82 / 6.81 eV. Its total energy is -90265.715 eV. For the LUMO energy (alpha / beta), the calculation gives -0.68 / -1.94 eV.

=====

(3)
# C2H3BrF2

A structure of composition C2H3BrF2 in a non-equilibrium geometry (ωB97M-V with the def2-TZVPD basis set, OMol25).

Structure (XYZ):
```
8
Properties=species:S:1:pos:R:3:forces:R:3:lowdin_charge:R:1
C -0.591553 0.948917 0.484755 0.64 -4.80 2.45 -0.52
C 0.556299 -0.462960 1.393931 -2.14 2.71 -4.12 -0.29
F 0.538638 -1.616879 0.708621 0.02 0.46 0.32 0.05
F 1.770808 0.097173 1.311840 -0.11 -0.31 0.44 0.05
Br -2.051118 0.267216 -0.498263 0.16 -0.07 -0.15 0.63
H -0.927913 1.579282 1.242630 -0.38 1.00 1.13 0.00
H 0.239495 1.230090 -0.012234 2.00 1.49 -2.28 -0.02
H 0.122606 -0.531764 2.327699 -0.18 -0.47 2.21 0.10
```
Positions in Å, forces in eV/Å.

The calculation puts the energy above the lowest of the compared OMol25 structures with the same formula, charge and spin at 48.6 kcal/mol. Its frontier orbital gap is 10.46 eV. Its total energy is -77598.062 eV. For the LUMO energy, the calculation gives 0.95 eV.

=====

(4)
# C2H3BrF2

A cluster of 2 separate species, C2H3BrF2 in total (ωB97M-V with the def2-TZVPD basis set, OMol25).

Structure (XYZ):
```
8
Properties=species:S:1:pos:R:3:forces:R:3:lowdin_charge:R:1
C 0.864023 -0.437024 -1.641668 0.25 -0.28 0.29 -0.58
C -0.678913 0.105335 1.614935 -0.16 0.82 -0.14 -0.18
F 0.234471 1.045538 1.875767 -0.25 -0.42 -0.10 0.04
F -1.787945 0.667946 1.122174 0.40 -0.30 0.13 0.04
Br 0.044975 0.664196 -2.836779 -0.22 0.30 -0.32 0.63
H 0.266535 -1.142640 -1.100025 -0.15 -0.08 0.05 -0.03
H 1.915572 -0.321190 -1.466512 0.13 0.07 -0.04 -0.02
H -0.858718 -0.582160 2.432108 0.00 -0.12 0.12 0.11
```
Positions in Å, forces in eV/Å.

The calculation puts the energy above the lowest of the compared OMol25 structures with the same formula, charge and spin at 0.0 kcal/mol. Its frontier orbital gap (alpha / beta) is 9.25 / 10.15 eV. Its total energy is -77595.990 eV. The multiplicity is 3. For the LUMO energy (alpha / beta), the calculation gives 1.03 / -0.39 eV.

=====

- total energy of number 3 (C2H3BrF2)?
  -77598.062 eV

=====

- total energy of number 2 (C2H3BrClNO2)?
  -90265.715 eV